Entry 1:
# C22H33BiN3O3SSi

A molecular structure, C22H33BiN3O3SSi (ωB97M-V/def2-TZVPD, the Open Molecules 2025 dataset).

XYZ file:
```
64
Properties=species:S:1:pos:R:3:nbo_charge:R:1
Bi -0.787 1.381 2.547 1.599
C -3.510 0.999 4.600 -0.204
C -2.400 0.874 5.425 -0.222
C -1.489 -0.159 5.209 -0.235
C -1.703 -1.081 4.181 -0.255
C -2.825 -0.959 3.361 -0.164
C -3.718 0.088 3.564 -0.239
H -4.218 1.802 4.764 0.242
H -2.235 1.581 6.228 0.244
H -0.621 -0.254 5.849 0.246
H -1.007 -1.899 4.040 0.243
H -2.998 -1.677 2.570 0.232
H -4.588 0.185 2.927 0.241
C -2.867 -1.186 -2.606 -0.640
C -2.312 0.175 -2.981 0.295
C -3.045 1.295 -2.268 -0.630
C -2.315 0.384 -4.483 -0.624
O -0.900 0.265 -2.583 -0.972
Si 0.148 -0.453 -1.647 2.483
S -0.862 0.208 0.539 -0.828
O 1.620 0.099 -1.662 -0.976
C 2.347 1.358 -1.901 0.309
C 2.936 1.764 -0.571 -0.636
C 1.393 2.411 -2.434 -0.643
C 3.427 1.021 -2.909 -0.628
O -0.043 -2.000 -1.400 -0.973
C 0.572 -3.089 -0.630 0.295
C 1.890 -2.624 -0.038 -0.642
C -0.424 -3.464 0.452 -0.629
C 0.771 -4.224 -1.614 -0.624
H -3.906 -1.254 -2.928 0.232
H -2.828 -1.340 -1.524 0.213
H -2.301 -1.984 -3.088 0.226
H -4.088 1.309 -2.588 0.227
H -2.594 2.258 -2.509 0.222
H -3.013 1.153 -1.187 0.211
H -3.337 0.337 -4.862 0.225
H -1.726 -0.389 -4.978 0.221
H -1.894 1.357 -4.734 0.222
H 2.135 1.975 0.137 0.197
H 3.553 2.655 -0.688 0.239
H 3.562 0.967 -0.169 0.228
H 0.580 2.596 -1.728 0.209
H 0.959 2.101 -3.385 0.226
H 1.937 3.343 -2.590 0.234
H 4.081 0.239 -2.523 0.224
H 4.030 1.907 -3.112 0.229
H 2.986 0.679 -3.847 0.218
H 1.738 -1.779 0.639 0.211
H 2.583 -2.316 -0.822 0.231
H 2.343 -3.441 0.524 0.232
H -0.603 -2.617 1.116 0.204
H -0.035 -4.297 1.038 0.227
H -1.374 -3.764 0.006 0.223
H 1.443 -3.920 -2.417 0.223
H -0.182 -4.522 -2.051 0.222
H 1.207 -5.084 -1.105 0.225
N 1.287 1.983 2.620 -0.756
C 2.324 2.455 2.918 0.577
C 3.514 2.991 3.265 -0.487
C 4.616 2.900 2.361 0.279
N 5.489 2.832 1.614 -0.281
C 3.615 3.659 4.525 0.270
N 3.663 4.191 5.544 -0.269
```

Computed properties:
* HOMO-LUMO gap: 5.945 eV
* charge: +1
* energy relative to the best compared isomer or geometry (same formula, charge and spin): 0.0 kcal/mol
* strongest force on any atom: 0.015 hartree/bohr



Entry 2:
# C22H33Br24FN3O3

A molecular structure, C22H33Br24FN3O3 at a distorted geometry (ωB97M-V/def2-TZVPD, the Open Molecules 2025 dataset).

XYZ file:
```
86
Properties=species:S:1:pos:R:3:mulliken_charge:R:1
C 1.293 -1.175 3.792 -0.449
C 1.451 -1.894 2.319 -0.520
C 0.195 -1.630 1.294 -0.473
O -0.386 -0.280 1.359 -0.018
N 0.526 0.683 1.142 0.870
N 1.692 0.699 0.375 -0.727
C 2.376 2.075 0.476 -0.579
N 1.590 3.021 1.404 0.324
C 1.905 4.443 1.818 -0.355
C 3.311 4.597 2.682 0.525
O 4.188 5.527 2.280 -0.446
F 3.486 3.730 3.872 -0.214
C 0.434 2.094 1.756 -0.082
C -0.708 2.758 2.728 -0.445
C -2.228 2.096 2.513 -0.399
C -3.295 2.790 3.583 -0.529
C -4.067 1.642 4.463 -0.115
C -5.643 1.436 4.043 -0.592
C -5.888 1.408 2.392 0.271
O -7.290 1.002 2.174 -0.358
C -7.430 0.071 1.044 -0.290
H 1.521 -0.004 3.753 0.118
H 0.294 -1.425 4.352 -0.008
H 2.166 -1.626 4.468 0.321
H 1.575 -3.054 2.447 0.379
H 2.424 -1.437 1.809 0.266
H -0.670 -2.379 1.634 0.299
H 0.420 -1.901 0.168 0.291
H 3.386 2.381 -0.079 0.526
H 1.069 4.957 2.473 0.301
H 2.026 5.101 0.835 0.256
H -0.445 2.692 3.880 0.301
H -0.829 3.890 2.370 0.292
H -2.629 2.292 1.409 0.287
H -2.249 0.944 2.718 0.125
H -2.627 3.417 4.343 0.380
H -4.008 3.491 2.962 0.309
H -3.556 0.572 4.423 -0.134
H -4.026 1.969 5.598 0.283
H -6.053 0.391 4.446 0.169
H -6.236 2.340 4.542 0.244
H -5.808 2.535 2.010 0.128
H -5.094 0.735 1.856 -0.179
H -6.485 -0.581 0.816 -0.007
H -8.302 -0.687 1.343 0.244
H -7.794 0.671 0.088 0.228
C -4.513 -3.101 -0.481 -0.431
Br -5.017 -4.273 0.988 0.003
Br -5.978 -2.838 -1.733 -0.002
Br -3.793 -1.411 0.157 0.075
H -3.710 -3.604 -1.029 0.353
C 1.682 2.945 -3.445 -0.366
Br -0.089 2.202 -3.134 -0.034
Br 2.628 3.282 -1.778 0.096
Br 2.727 1.841 -4.659 0.020
H 1.541 3.914 -3.935 0.389
C 1.958 -1.779 -7.307 -0.381
Br 3.809 -1.184 -7.258 0.028
Br 1.800 -3.685 -6.951 0.078
Br 0.828 -0.725 -6.125 -0.061
H 1.596 -1.613 -8.327 0.428
C -0.418 -6.106 -4.356 -0.280
Br -2.189 -6.848 -4.046 -0.014
Br 0.528 -5.768 -2.690 -0.005
Br 0.627 -7.209 -5.571 0.005
H -0.559 -5.137 -4.846 0.274
C 6.887 -3.260 -9.018 -0.348
Br 6.383 -4.432 -7.549 -0.017
Br 5.422 -2.997 -10.270 -0.014
Br 7.607 -1.569 -8.380 -0.033
H 7.690 -3.763 -9.566 0.385
C -1.910 -1.276 7.036 -0.346
Br -1.105 -3.046 6.978 -0.015
Br -0.792 0.056 6.163 -0.029
Br -3.720 -1.280 6.323 0.012
H -1.982 -0.991 8.090 0.415
C 2.941 -6.615 -9.563 0.038
Br 3.043 -6.073 -11.429 -0.029
Br 1.105 -6.908 -8.994 -0.043
Br 4.068 -8.157 -9.194 -0.004
H 3.332 -5.784 -8.967 0.020
C 6.711 7.296 4.486 0.289
Br 6.397 9.141 3.955 -0.006
Br 8.410 6.628 3.816 -0.007
Br 6.547 7.059 6.410 -0.003
H 5.924 6.692 4.021 -0.259
```

Computed properties:
* HOMO-LUMO gap: 7.425 eV
* charge: +1
* strongest force on any atom: 0.199 hartree/bohr